No. 1
Entry from the OMol25 dataset: a gas-phase ion, C5H10N (charge +1) (ωB97M-V/def2-TZVPD).

Summary:
gap between HOMO and LUMO	12.30	eV
total energy	-6827.5771	eV
2S+1	1
net charge	+1
energy above the lowest of the compared OMol25 structures with the same formula, charge and spin	253.3	kJ/mol
SMILES	CC1=C(C)[NH+]1C

Last column: natural (NBO) charge in e.
Atoms and positions in Å:
1 H -0.77171 -1.35985 -2.60934  0.27
2 H -1.55097 1.00950 0.11255  0.42
3 C 0.47124 1.73236 0.53357  -0.42
4 C -0.08621 -0.50667 -2.33894  -0.64
5 C 0.01137 -1.30863 1.76774  -0.69
6 H -0.51611 0.34720 -2.72297  0.24
7 H 0.96507 -0.74468 -2.69962  0.28
8 H -0.84310 -1.47574 2.46453  0.28
9 H 0.10538 2.65608 0.22062  0.24
10 N -0.52774 0.72572 0.18208  -0.39
11 H 0.41155 -2.29729 1.43131  0.27
12 H 0.65204 1.74220 1.67196  0.24
13 H 0.82748 -0.83657 2.30892  0.27
14 C -0.27234 -0.38289 -0.74401  0.22
15 H 1.38550 1.41604 -0.03591  0.23
16 C -0.26143 -0.71679 0.45752  0.21

No. 2
Entry from the OMol25 dataset: a single C5H13NS2 molecule (ωB97M-V/def2-TZVPD).

Summary:
gap between HOMO and LUMO	8.51	eV
total energy	-28555.4586	eV
2S+1	1
net charge	0
energy above the lowest of the compared OMol25 structures with the same formula, charge and spin	113.0	kJ/mol
SMILES	CCSSC[C@@H](C)N

Last column: natural (NBO) charge in e.
Atoms and positions in Å:
1 C 1.44422 -0.39106 -1.21141  -0.51
2 H 3.05470 2.64607 -0.76677  0.22
3 C -1.89505 0.39553 2.68813  -0.62
4 H -2.89607 -1.30956 1.77757  0.22
5 H 1.32214 -0.47134 -2.28751  0.21
6 C 1.47318 1.05837 -0.75746  -0.07
7 C 2.69640 1.76721 -1.30880  -0.63
8 H 2.66178 2.11481 -2.34951  0.21
9 S -1.46729 -0.54151 0.11265  0.13
10 H 0.37924 2.77552 -1.03772  0.35
11 H -2.94100 0.53577 2.96558  0.21
12 H -1.42467 1.15506 2.07803  0.23
13 H 2.39654 -0.79098 -0.84287  0.23
14 H 1.52698 1.09503 0.33286  0.20
15 S 0.26209 -1.53908 -0.36832  0.05
16 C -1.85297 -0.94461 1.79694  -0.58
17 H -1.44144 0.13561 3.64186  0.21
18 H 0.04805 1.66014 -2.11776  0.34
19 H -1.42177 -1.75040 2.38783  0.24
20 N 0.21926 1.76982 -1.11988  -0.82
21 H 3.55913 1.08459 -1.31455  0.21

No. 3
Entry from the OMol25 dataset: a gas-phase ion, C5H6NO3 (charge +1) (ωB97M-V/def2-TZVPD).

Summary:
gap between HOMO and LUMO	9.13	eV
total energy	-12905.4472	eV
2S+1	1
net charge	+1
energy above the lowest of the compared OMol25 structures with the same formula, charge and spin	56.8	kJ/mol
SMILES	C=[N+]1C(=O)O[C@H](C)C1=O

Last column: natural (NBO) charge in e.
Atoms and positions in Å:
1 H -1.88410 1.79766 -0.29253  0.26
2 C 2.53345 -1.33495 0.10009  0.22
3 H -0.91541 1.52556 0.94966  0.23
4 C 0.13140 -0.98124 0.20038  0.68
5 O -0.10025 -1.67652 1.13195  -0.42
6 C 1.36374 0.30254 -1.49646  0.93
7 N 1.48917 -0.79035 -0.37757  -0.45
8 O 2.30716 0.60406 -2.10699  -0.45
9 O 0.14677 0.60115 -1.55894  -0.42
10 C -1.50156 0.98861 0.31975  -0.63
11 H -1.27948 -0.76288 -1.23323  0.25
12 H 3.44536 -0.67694 -0.11186  0.27
13 C -0.75698 0.02920 -0.64306  0.01
14 H 2.42339 -2.21933 0.63565  0.25
15 H -2.04628 0.34206 0.94737  0.26

No. 4
Entry from the OMol25 dataset: a molecular structure, C41H67As3BaN8O2S3 (ωB97M-V/def2-TZVPD).

Summary:
gap between HOMO and LUMO	6.89	eV
total energy	-275337.0440	eV
2S+1	1
net charge	0
energy above the lowest of the compared OMol25 structures with the same formula, charge and spin	0.0	kJ/mol

Last column: Mulliken charge in e.
Atoms and positions in Å:
1 H -0.99669 -1.11265 -3.63722  0.35
2 S 1.52873 2.24469 -1.63426  0.11
3 H -2.76953 2.70252 0.50248  -0.03
4 N -2.55002 1.97807 -1.41648  2.07
5 C 0.53086 4.89987 1.46930  0.72
6 H 0.22700 6.82265 0.95441  0.22
7 C 2.05727 3.60485 -3.93937  -0.99
8 H -3.95065 0.16476 5.48872  0.45
9 C -4.91193 2.53091 -1.39729  -0.27
10 H -2.09932 -3.54010 0.28127  0.17
11 C 1.24222 -4.46450 -1.36623  -1.46
12 H 2.97161 1.27716 2.30675  0.30
13 H -5.30643 0.27274 1.37150  0.23
14 C -1.99302 1.37872 -3.78033  -0.94
15 H -7.32938 1.74644 1.50128  0.37
16 O 0.64054 -1.31217 2.20998  -0.44
17 H 3.31700 -1.54067 2.30558  1.37
18 C 3.10938 -3.92150 1.42427  -2.37
19 H -1.32621 3.11271 -2.68779  0.43
20 H 3.12402 -1.78830 -3.53686  0.37
21 H 7.23622 -5.39835 2.68592  0.37
22 H 1.28098 3.67303 -0.13564  -0.47
23 C -4.31487 -0.64177 4.86685  -0.38
24 C -6.29149 2.26994 -1.44952  -1.30
25 H 4.69054 -0.25126 3.68021  0.38
26 C -5.27549 1.20048 1.97295  -0.09
27 H 8.32568 -4.16682 1.96607  0.37
28 N 0.37933 6.21830 1.76335  -0.55
29 H 6.75967 -3.97307 -1.83791  0.30
30 H -4.59951 3.56544 -1.32633  0.27
31 H 1.73878 -2.68303 -4.03472  0.48
32 H 3.11021 0.80117 -1.82864  -0.04
33 H -2.08145 1.74415 -4.83106  0.34
34 H 6.17649 -2.34876 0.67633  0.50
35 N -2.33243 -0.09121 1.46429  1.07
36 H 5.60628 -3.13212 2.21189  0.56
37 H 1.05677 -4.69252 -0.33656  0.27
38 H -1.27587 3.20372 -0.25365  -0.13
39 H -0.68391 -4.10809 0.74329  0.25
40 C -6.37859 2.03959 2.00401  -0.58
41 C 7.68705 -5.03853 1.77307  -1.25
42 O 3.66114 0.01439 -1.81787  -0.51
43 C 0.13546 2.75571 2.20149  0.35
44 H 2.46175 4.76090 -5.65387  0.38
45 H 1.44882 5.37851 -0.26352  0.20
46 C 5.49724 -3.13642 1.11591  -1.80
47 H 6.17276 0.62604 3.34652  0.45
48 H -0.26425 6.29436 2.52081  0.27
49 H -3.05667 3.07372 -3.17999  0.31
50 H -6.07302 -1.07437 -1.66203  0.36
51 H 1.58385 -1.31382 2.08273  0.36
52 H 0.29970 -4.48573 -1.91775  0.40
53 H -5.69528 -1.39636 6.34246  0.38
54 N 0.08816 1.61493 2.12791  -0.10
55 As 4.93790 -0.00075 1.15054  0.19
56 C -5.68695 -0.04852 -1.58735  -0.77
57 C -5.27491 -1.55491 5.35616  -0.64
58 N 0.11317 4.05436 2.39012  -0.83
59 C -5.14641 3.67122 3.29604  -0.85
60 H 3.26271 -3.98304 2.51774  0.47
61 C 7.35656 -4.26166 -0.99494  -1.14
62 H -3.14829 -0.30558 0.83531  -0.72
63 C 1.87204 3.94436 -5.26673  -0.59
64 H 4.18791 2.39959 1.63930  0.47
65 H -5.36061 -3.78055 2.78946  0.40
66 S -2.74640 0.46547 2.85478  0.00
67 H 2.77231 -1.08112 0.64263  -0.39
68 C 3.83999 -2.95511 -0.79354  -2.19
69 C 0.24633 2.20857 -5.48385  -0.24
70 H 2.80056 4.09317 -3.30560  0.44
71 C -0.35864 -0.37113 -4.17120  -1.06
72 H -0.46496 1.66063 -6.10060  0.34
73 H 0.43653 -0.39762 2.50491  0.35
74 C -4.31804 0.19238 -1.56131  0.54
75 C -2.32022 3.03451 -0.44377  -0.47
76 C -4.13138 -1.98010 2.83740  -0.16
77 H -2.68962 0.53542 -3.60204  0.44
78 H -1.18443 -2.68015 1.35916  0.08
79 H 0.77777 3.56296 -7.06081  0.42
80 C -3.96287 1.55076 -1.40981  -0.54
81 As 6.21741 -4.87493 0.50274  0.19
82 C 5.50419 -0.16409 2.97409  -1.19
83 H 2.05842 -3.72767 1.29368  0.23
84 H 8.00736 -3.45309 -0.64116  0.32
85 H 7.97376 -5.10789 -1.28653  0.42
86 C 3.98588 -2.86821 0.76149  3.03
87 H 2.97410 1.52368 0.60765  -0.10
88 C -4.06930 2.79532 3.35727  -0.38
89 H -7.02760 3.04363 -1.41249  0.45
90 H 3.36091 -4.88375 0.97548  0.51
91 H -6.43475 -3.29727 4.93648  0.40
92 C -5.09468 -2.85511 3.32661  -0.69
93 H 3.23077 -3.54553 -3.38840  0.46
94 C 0.97398 3.24726 -6.06047  -1.09
95 H -5.10032 4.64463 3.70625  0.49
96 C -2.24400 2.46789 -2.79473  -0.80
97 N -1.14778 -3.24557 0.50694  -0.29
98 Ba -0.37245 -0.08535 -0.50328  -0.10
99 As 1.95671 -2.65998 -1.45767  0.98
100 H -7.21461 3.84811 2.70888  0.41
101 C -4.17897 1.53146 2.73513  0.46
102 C -6.31882 3.24558 2.69553  -0.49
103 H 4.45980 0.23935 -1.34806  0.18
104 N 1.09818 4.62298 0.29628  0.00
105 C 3.61878 -1.42739 1.25443  -1.45
106 C 3.63616 1.45603 1.44974  -0.55
107 H -3.18268 3.03568 3.88254  0.50
108 H 8.31375 -5.84588 1.41316  0.42
109 C 1.27555 2.63894 -3.33681  0.71
110 H -7.70278 0.60795 -1.55405  0.41
111 N -0.56786 0.95445 -3.59132  1.71
112 H 1.91159 -5.22256 -1.78982  0.42
113 H -0.64780 -0.39056 -5.25112  0.28
114 C -3.81491 -0.85896 3.61741  0.49
115 H 6.09845 -1.07212 3.09890  0.28
116 H 4.46131 -2.21318 -1.31700  0.31
117 C 0.33546 1.93373 -4.13335  -1.35
118 H -3.74710 -2.11802 1.81283  0.23
119 H 0.67604 -0.73916 -4.00231  0.17
120 H 4.09007 -3.95539 -1.15252  0.83
121 C 2.56698 -2.68408 -3.34224  -1.57
122 H -2.77987 3.96111 -0.76386  0.48
123 C -5.69899 -2.59990 4.57973  -0.62
124 S -3.16973 -1.15948 -1.65717  -0.11
125 C -6.67012 0.92590 -1.53773  -0.65

No. 5
Entry from the OMol25 dataset: a molecular structure, C24H19KNO3PS (ωB97M-V/def2-TZVPD).

Summary:
gap between HOMO and LUMO	2.58	eV
total energy	-69276.3270	eV
2S+1	1
net charge	-2
energy above the lowest of the compared OMol25 structures with the same formula, charge and spin	0.0	kJ/mol

Last column: natural (NBO) charge in e.
Atoms and positions in Å:
1 H 1.29226 -4.62528 2.87061  0.20
2 H -0.74048 3.22520 5.38339  0.16
3 C 2.03421 -3.76112 1.04552  -0.21
4 P 0.80253 -0.26783 -0.79058  0.85
5 C -0.87049 2.91277 3.22750  0.13
6 S 4.09853 1.65944 -0.82346  1.71
7 K 1.80292 1.98980 1.11243  0.84
8 H 2.32606 -3.29702 -4.45534  0.20
9 H -1.66037 2.75040 1.18566  0.15
10 H -3.80502 0.71796 0.23756  0.23
11 O 2.87178 1.40274 -2.22463  -0.75
12 C 1.91054 -2.73092 0.12577  -0.25
13 C -1.81768 0.18374 -0.30333  -0.21
14 C -1.47325 -0.59495 -2.55054  -0.16
15 N 0.33822 2.65025 2.97026  -1.09
16 C 0.23782 -2.82990 2.33631  -0.21
17 C -1.96382 2.94349 2.21708  -0.40
18 O 3.63501 2.98616 -0.44026  -0.99
19 C -3.68716 -0.01304 -1.79557  -0.23
20 C 0.11795 -1.79762 1.42292  -0.22
21 C 3.36650 -1.40612 -4.46379  -0.19
22 H -3.07628 3.71351 5.81492  0.16
23 C -3.27554 3.22524 2.48435  -0.22
24 H -0.60026 -1.01255 1.61952  0.23
25 C 1.77468 -0.74175 -2.25840  -0.44
26 C 0.93452 -1.74993 0.28762  -0.22
27 H -4.74655 0.10754 -1.99682  0.20
28 H 3.99027 -1.65897 -5.31522  0.19
29 H -0.40239 -2.83752 3.20993  0.21
30 H -1.43382 0.54306 0.65038  0.25
31 O 3.65875 0.61055 0.09897  -1.01
32 H -4.78640 3.73333 3.97856  0.16
33 C 2.71694 0.19371 -2.74944  0.36
34 C -2.76714 3.49956 4.78849  -0.23
35 C 1.19174 -3.82285 2.14816  -0.24
36 C -1.45042 3.22782 4.55623  -0.36
37 H 2.80441 -4.51116 0.90149  0.19
38 C 2.43745 -2.32793 -3.98533  -0.31
39 C 3.50747 -0.16942 -3.85366  -0.28
40 H -3.21551 -0.67717 -3.78785  0.19
41 H 0.95240 -2.70716 -2.50329  0.20
42 H 4.22651 0.55941 -4.20827  0.21
43 C -2.83073 -0.45364 -2.79831  -0.25
44 C -0.95685 -0.31114 -1.29147  -0.35
45 H -3.98312 3.23000 1.65002  0.16
46 H -0.82170 -0.91615 -3.35155  0.20
47 C -3.17506 0.31447 -0.54625  -0.19
48 H 2.59148 -2.68317 -0.71277  0.22
49 C 1.66353 -1.98746 -2.89309  -0.12
50 C -3.74447 3.51160 3.77558  -0.49

No. 6
Entry from the OMol25 dataset: a molecular structure, C4H6EuO (ωB97M-V/def2-TZVPD).

Summary:
gap between HOMO and LUMO (alpha / beta)	4.94 / 5.18	eV
total energy	-25599.5255	eV
2S+1	8
net charge	+2
energy above the lowest of the compared OMol25 structures with the same formula, charge and spin	313.3	kJ/mol

Last column: natural (NBO) charge in e.
Atoms and positions in Å:
1 C -1.25477 0.93460 0.59567  0.21
2 O 1.60022 -0.61599 -0.59610  -0.78
3 H 0.00031 -0.15267 1.89980  0.24
4 H -2.05261 2.78778 0.03935  0.26
5 C 1.02292 -1.73163 -0.55134  0.40
6 H -1.76214 -0.57656 1.32605  0.29
7 H 1.53204 -2.56253 -0.03791  0.17
8 H 0.14565 -1.97572 -1.16821  0.21
9 Eu 3.90142 0.24552 -1.05281  1.96
10 C -1.48108 1.90581 -0.25770  -0.54
11 C -0.66680 -0.18839 1.03447  -0.67
12 H -0.98515 1.92977 -1.23127  0.24